This record from the OMol25 dataset describes a molecular structure, C24H30AsCuSb. The level of theory is ωB97M-V/def2-TZVPD.

Each line ends with the natural charge from an NBO analysis.
Geometry (Å):
Cu  -1.094  0.426  -1.053  0.47
C  -5.356  0.243  -0.462  -0.62
C  -4.461  1.039  0.480  -0.69
As  -2.872  1.767  -0.363  0.86
C  -2.251  3.023  0.982  -0.70
C  -1.730  2.327  2.237  -0.62
C  -3.564  2.924  -1.766  -0.70
C  -3.717  2.229  -3.117  -0.61
H  -6.222  -0.135  0.081  0.23
H  -4.833  -0.613  -0.890  0.21
H  -5.730  0.857  -1.281  0.21
H  -4.120  0.422  1.310  0.23
H  -4.981  1.899  0.900  0.23
H  -3.083  3.691  1.199  0.23
H  -1.464  3.616  0.516  0.23
H  -2.504  1.731  2.722  0.21
H  -1.381  3.062  2.963  0.23
H  -0.887  1.670  2.007  0.21
H  -2.859  3.751  -1.836  0.23
H  -4.509  3.333  -1.408  0.23
H  -2.765  1.826  -3.465  0.21
H  -4.068  2.934  -3.871  0.23
H  -4.430  1.407  -3.079  0.21
C  4.977  -2.714  -3.024  -0.18
C  5.154  -1.623  -2.184  -0.21
C  4.059  -1.028  -1.568  -0.16
C  2.785  -1.536  -1.801  -0.37
C  2.604  -2.629  -2.648  -0.23
C  3.704  -3.219  -3.256  -0.20
Sb  1.125  -0.707  -0.806  1.09
C  0.668  -2.261  0.564  -0.38
C  1.495  -3.369  0.739  -0.17
C  1.179  -4.329  1.695  -0.21
C  0.042  -4.185  2.478  -0.19
C  -0.786  -3.082  2.311  -0.19
C  -0.476  -2.126  1.354  -0.24
C  2.046  0.660  0.524  -0.39
C  1.854  2.030  0.345  -0.24
C  2.420  2.940  1.233  -0.20
C  3.177  2.479  2.301  -0.19
C  3.374  1.114  2.483  -0.22
C  2.810  0.204  1.599  -0.16
H  5.834  -3.173  -3.501  0.23
H  6.147  -1.231  -2.006  0.23
H  4.207  -0.184  -0.905  0.22
H  1.614  -3.032  -2.834  0.22
H  3.567  -4.069  -3.911  0.23
H  2.390  -3.487  0.138  0.22
H  1.823  -5.189  1.828  0.23
H  -0.201  -4.934  3.221  0.23
H  -1.673  -2.971  2.923  0.22
H  -1.126  -1.265  1.238  0.20
H  1.271  2.398  -0.492  0.21
H  2.273  4.003  1.088  0.22
H  3.618  3.185  2.993  0.23
H  3.966  0.759  3.318  0.23
H  2.959  -0.859  1.756  0.22

M (u): 578.7
Net charge: +1
E_LUMO (eV): -2.657
HOMO-LUMO gap (Eh): 0.33270